This record from OMol25 describes a single C4H10O2 molecule. The level of theory is ωB97M-V/def2-TZVPD.

Each line ends with the natural charge from an NBO analysis.
Positions of all 16 atoms, in Å:
C (-2.0407, 0.2889, 0.4031)  -0.63
C (-0.5341, 0.1814, 0.6231)  0.10
O (-0.2034, -1.0837, 1.1930)  -0.73
C (0.2292, 0.4320, -0.6806)  -0.46
C (1.7269, 0.1287, -0.6444)  -0.06
O (2.0237, -1.2310, -0.3529)  -0.73
H (-2.5771, -0.0026, 1.3106)  0.22
H (-2.3323, 1.3113, 0.1352)  0.21
H (-2.3553, -0.3788, -0.4085)  0.20
H (-0.2301, 0.9233, 1.3744)  0.17
H (0.0282, -1.6721, 0.4607)  0.47
H (0.0915, 1.4818, -0.9732)  0.22
H (-0.2264, -0.1752, -1.4762)  0.20
H (2.2409, 0.7943, 0.0636)  0.16
H (2.1474, 0.3203, -1.6370)  0.18
H (2.0116, -1.3187, 0.6091)  0.48

Properties
- Energy: -8404.8600 eV
- Strongest force on any atom: 0.007 Eh/bohr
- Highest occupied orbital energy: -10.002 eV
- Orbital gap: 10.9881 eV
- Relative energy (zero: lowest compared OMol25 entry of this formula, charge and spin): 0.687 eV
- Net charge: 0